No. 1
55
Properties=species:S:1:pos:R:3:forces:R:3:lowdin_charge:R:1 method="wB97M-V/def2-TZVPD" charge=+1 homo_lumo_gap_ev=6.4 total_energy_ev=-120266.50691 mol_weight_g_mol=673.9 e_lumo_ev=-3.9 homo_ev=-10.37
Zn 0.267741 -0.260712 1.749860 1.112 0.546 0.066 0.125
I -0.488706 2.405186 2.335354 -0.307 0.726 -0.659 1.011
C -0.700592 3.605251 0.530241 -0.136 -0.533 -0.455 -0.513
C -0.946162 4.921861 0.831708 0.866 -0.141 -0.053 -0.169
C -0.967774 5.923880 -0.159720 -0.438 0.448 -0.557 -0.058
C -0.863853 5.555508 -1.472949 -0.326 0.877 0.734 -0.027
C -0.749220 4.194345 -1.821635 0.108 -0.138 0.360 -0.165
C -0.777422 3.931762 -3.193135 -0.746 0.405 -0.968 -0.025
C -0.787051 2.674679 -3.698931 0.444 -1.028 0.962 -0.036
C -0.667844 1.602586 -2.786475 0.594 0.435 0.891 -0.063
C -0.539000 1.804596 -1.391042 0.285 -0.081 -1.054 -0.266
P 0.039349 0.273461 -0.558551 0.049 -0.300 0.565 0.988
C 1.572065 -0.268894 -1.338639 0.078 0.204 0.073 -0.366
C 1.630564 -1.118916 -2.434949 -0.379 -0.036 -1.224 -0.098
C 2.841759 -1.353064 -3.044656 1.247 -0.010 1.085 -0.067
C 4.062824 -0.911752 -2.496302 -2.058 0.495 0.545 -0.037
C 3.995912 -0.126995 -1.341291 0.489 0.709 -0.326 -0.053
C 2.755570 0.232485 -0.804931 0.136 0.202 0.482 -0.102
C -1.128390 -0.981720 -1.041290 -1.951 -0.617 -0.505 -0.417
C -2.380902 -0.541053 -1.534435 0.620 -0.707 0.453 -0.091
C -3.211388 -1.448124 -2.193326 -0.292 0.201 0.020 -0.069
C -2.926550 -2.799600 -2.151936 1.359 -0.117 1.210 -0.055
C -1.783944 -3.275143 -1.446422 -0.770 0.462 -0.793 -0.061
C -0.873165 -2.378956 -0.938614 1.137 1.513 -0.207 -0.149
C -0.632765 3.136723 -0.847397 -0.097 0.305 0.285 -0.156
H -0.970047 5.231815 1.858515 -0.205 0.018 0.338 0.079
H -1.134739 6.989877 0.079939 0.207 -0.842 0.124 0.126
H -0.945800 6.341821 -2.244364 0.169 -0.734 0.333 0.132
H -0.954750 4.791537 -3.847284 0.412 -0.309 0.123 0.129
H -0.761564 2.439192 -4.741419 -0.279 0.163 -0.482 0.111
H -0.583811 0.591088 -3.199665 -0.056 0.396 0.296 0.111
H 0.775400 -1.561623 -2.971076 0.097 0.430 0.767 0.122
H 2.882984 -1.959669 -3.907843 -0.079 -0.537 -0.885 0.096
H 4.950845 -1.149265 -3.025586 0.840 -0.057 -0.045 0.099
H 4.895765 0.349170 -0.927495 -0.392 -0.501 -0.079 0.116
H 2.678604 0.912656 0.065917 0.341 -0.499 -0.619 0.096
H -2.699808 0.477559 -1.316034 0.132 -0.148 -0.710 0.111
H -4.069166 -1.082375 -2.763429 0.079 -0.156 0.465 0.115
H -3.584825 -3.527825 -2.557685 -0.461 -0.340 -0.536 0.097
H -1.591675 -4.334408 -1.406919 0.000 -0.149 0.096 0.107
H 0.132030 -2.646817 -0.547899 -0.969 -0.276 -0.216 0.118
S 4.790077 -0.239730 2.781526 1.228 -0.304 0.220 0.627
C 3.238734 -0.201058 2.574844 -2.043 0.780 -0.456 -1.020
N 2.076871 -0.017225 2.378532 0.220 -0.748 0.316 -0.104
S -1.213517 -1.871904 2.327398 -0.708 -0.101 -0.606 0.698
C -0.760685 -2.783551 3.695784 0.338 1.025 0.860 -0.748
N -1.008095 -2.204283 4.919915 0.069 -0.653 0.444 0.090
C -0.776435 -2.856701 6.088380 0.270 0.286 -0.413 0.004
C -0.207059 -4.114046 6.044740 -0.429 0.229 0.273 0.000
C 0.037446 -4.630284 4.781504 0.325 1.202 -0.680 -0.050
N -0.206809 -3.970736 3.645573 -0.094 -0.819 0.105 0.110
H -1.367690 -1.246962 4.912819 0.031 -0.474 0.031 0.155
H -1.016343 -2.283629 6.978254 0.099 -0.286 0.014 0.146
H 0.073348 -4.702451 6.913255 -0.262 0.390 0.016 0.127
H 0.579657 -5.537570 4.659265 0.096 -0.803 -0.022 0.122


No. 2
8
Properties=species:S:1:pos:R:3:forces:R:3:lowdin_charge:R:1 method="wB97M-V/def2-TZVPD" smiles=C.O charge=0 homo_lumo_gap_ev=12.5 total_energy_ev=-3181.64953 mol_weight_g_mol=34.1 e_lumo_ev=1.0 de_lowest_kj_mol=2.4 homo_ev=-11.58
C 1.631314 -1.870794 0.231804 -0.005 -0.003 -0.005 -0.062
H 2.608829 -1.427417 -0.008781 -0.362 -0.165 0.090 0.015
H 1.771976 -2.907487 0.571618 -0.049 0.383 -0.124 0.015
H 1.149290 -1.285838 1.028971 0.179 -0.215 -0.294 0.015
H 0.994195 -1.862376 -0.664861 0.237 0.000 0.333 0.016
O -2.707138 3.064387 -0.783655 -0.036 0.165 1.228 -0.091
H -3.280330 2.602862 -0.130422 0.639 0.522 -0.678 0.046
H -2.168135 3.686664 -0.244675 -0.603 -0.688 -0.550 0.046


No. 3
6
Properties=species:S:1:pos:R:3:forces:R:3:lowdin_charge:R:1 method="wB97M-V/def2-TZVPD" smiles=O.O charge=0 homo_lumo_gap_ev=12.0 total_energy_ev=-4159.89203 mol_weight_g_mol=36.0 e_lumo_ev=0.9 de_lowest_kj_mol=4.5 homo_ev=-11.09
O -0.113546 -0.719229 -1.012259 -0.284 0.020 -0.059 -0.047
H -0.414620 -1.626808 -1.055713 -0.144 -0.259 -0.079 0.045
H 0.825019 -0.785885 -0.836524 0.341 0.118 0.078 0.046
O 0.212305 0.959080 1.188328 0.252 0.183 0.437 -0.066
H -0.345079 0.351181 0.702511 -0.130 -0.280 -0.375 -0.009
H -0.164079 1.821661 1.013657 -0.036 0.217 -0.002 0.030


No. 4
56
Properties=species:S:1:pos:R:3:forces:R:3:lowdin_charge:R:1 method="wB97M-V/def2-TZVPD" charge=+2 homo_lumo_gap_ev=7.4 total_energy_ev=-163426.35213 mol_weight_g_mol=707.2 e_lumo_ev=-5.7 de_lowest_kj_mol=29.8 homo_ev=-13.09
Pb -0.440279 0.046834 0.828929 -0.010 0.120 -0.057 1.338
C -0.877716 -4.230710 -3.058794 -0.101 -0.098 -0.239 -0.001
N -0.473969 -3.567483 -1.823556 0.015 0.168 0.057 -0.108
C 0.305350 -4.119593 -0.849413 0.087 0.004 0.158 -0.010
C 0.459480 -3.166475 0.114350 0.053 0.003 0.062 -0.088
N -0.219653 -2.044187 -0.267483 -0.099 0.019 -0.277 -0.105
C -0.779743 -2.304330 -1.449607 -0.012 -0.130 -0.063 -0.449
P -1.857177 -1.211909 -2.444908 0.170 0.121 0.329 1.201
C -3.003857 -0.732406 -1.103373 -0.132 -0.044 -0.057 -0.450
N -2.693209 -0.320137 0.125883 0.018 -0.069 -0.230 -0.102
C -3.867925 -0.097155 0.785261 -0.025 0.036 0.087 -0.088
C -4.904171 -0.379962 -0.056418 0.011 0.051 0.124 -0.010
N -4.349248 -0.777732 -1.237657 0.171 0.037 0.081 -0.108
C -5.092867 -1.176019 -2.427108 -0.114 -0.092 -0.260 -0.002
C -0.821893 0.297193 -2.439667 -0.102 0.046 -0.153 -0.450
N -0.332171 0.945973 -1.383777 -0.119 -0.237 -0.251 -0.102
C 0.291802 2.065443 -1.853725 0.045 0.050 0.014 -0.096
C 0.176768 2.094791 -3.213202 0.061 0.111 0.123 -0.011
N -0.525620 0.980845 -3.569228 0.067 -0.061 0.152 -0.108
C -0.853411 0.595936 -4.937685 -0.127 -0.094 -0.233 -0.001
H -0.440542 -5.224037 -3.083735 0.021 0.009 0.050 0.105
H -0.525390 -3.673406 -3.924236 0.044 0.005 0.038 0.095
H -1.960491 -4.323743 -3.112191 0.010 -0.005 0.069 0.096
H 0.686855 -5.124543 -0.907840 -0.032 0.006 -0.055 0.142
H 1.006306 -3.215413 1.041502 0.007 -0.046 -0.026 0.125
H -3.893302 0.245698 1.806408 -0.050 -0.003 -0.020 0.125
H -5.968878 -0.325963 0.093288 0.010 -0.019 -0.033 0.142
H -6.155833 -1.083464 -2.226950 0.014 0.019 0.062 0.105
H -4.876595 -2.210016 -2.688200 0.007 0.001 0.059 0.096
H -4.841936 -0.534926 -3.269694 0.008 0.034 0.047 0.096
H 0.768899 2.773825 -1.197507 0.033 0.006 -0.037 0.120
H 0.532937 2.813015 -3.931762 -0.019 -0.049 -0.036 0.142
H -0.375938 1.291352 -5.620890 0.016 0.025 0.036 0.105
H -1.928851 0.624541 -5.102826 0.010 0.050 0.049 0.098
H -0.487884 -0.406319 -5.150094 0.045 0.024 0.034 0.094
C 4.183764 0.876040 4.010335 -0.030 0.194 -0.097 -0.217
Ge 3.336082 1.921912 2.588380 -0.164 -0.105 -0.066 0.767
C 4.175088 3.649190 2.200421 -0.028 -0.207 0.098 -0.210
C 3.324832 0.840007 0.922961 -0.059 0.207 0.245 -0.220
C 1.439478 2.278020 3.126121 0.236 -0.284 -0.070 -0.606
Se 0.469653 0.677201 3.737600 0.117 0.105 0.462 0.668
C 0.720442 0.898651 5.659170 0.074 0.066 -0.184 -0.363
H 5.211548 0.639007 3.735509 -0.008 0.004 -0.006 0.028
H 3.650177 -0.059795 4.176739 -0.030 0.003 -0.040 0.015
H 4.208844 1.433228 4.946885 0.011 0.019 -0.008 0.026
H 5.212399 3.510473 1.896263 -0.007 -0.014 0.000 0.028
H 4.162909 4.295365 3.077184 -0.009 0.001 0.006 0.027
H 3.646790 4.153209 1.390868 -0.012 0.001 0.007 0.020
H 4.306096 0.380985 0.802070 -0.004 -0.015 -0.040 0.029
H 3.138763 1.464362 0.048442 -0.025 0.021 -0.034 0.010
H 2.592827 0.028224 0.947631 -0.001 -0.058 0.069 -0.035
H 0.853494 2.722195 2.320187 0.041 0.078 -0.009 -0.009
H 1.404338 2.972693 3.964255 -0.045 0.056 -0.021 0.023
H 1.785133 0.930310 5.872377 -0.010 -0.045 0.030 0.020
H 0.261067 0.042964 6.144324 0.000 -0.004 0.020 0.029
H 0.236426 1.820242 5.968180 -0.026 -0.022 0.033 0.033


No. 5
20
Properties=species:S:1:pos:R:3:forces:R:3:lowdin_charge:R:1 method="wB97M-V/def2-TZVPD" charge=+1 s_squared=0.755 homo_lumo_gap_ev="10.4 / 6.0" spin_multiplicity=2 total_energy_ev=-8923.66383 mol_weight_g_mol=103.2 e_lumo_ev="-4.5 / -9.0" de_lowest_kj_mol=201.4 homo_ev="-14.94 / -14.94"
C -0.237060 2.317715 -1.111889 -0.340 -0.920 0.179 -0.166
C 0.135702 1.499400 -2.349019 -0.412 -0.102 -0.387 -0.162
H -0.465094 3.349585 -1.352566 0.487 0.198 0.182 0.073
H -1.163050 1.939391 -0.671992 -0.098 -0.008 0.063 0.055
H 0.544268 2.184997 -0.362381 -0.037 0.656 0.098 0.052
H -0.454698 0.586019 -2.474646 -0.094 0.064 0.204 0.056
H 1.173738 1.174728 -2.344252 0.139 0.295 -0.170 0.061
H -0.084176 2.092604 -3.235356 0.354 -0.158 -0.161 0.069
C -0.000821 -0.462241 1.045138 -0.783 3.069 0.236 -0.145
C -0.871164 -0.824228 2.240658 0.216 0.461 1.463 -0.040
C 0.938344 -1.497433 0.660513 -0.386 -2.206 -1.317 -0.373
O 2.156564 -1.440948 0.976990 0.542 0.912 0.567 0.368
N 0.621063 -2.650721 0.079424 0.310 -0.247 0.094 0.272
H -0.615801 0.025162 0.269423 -0.010 -1.565 -0.801 0.126
H 0.438270 0.534962 1.227083 1.024 -0.728 0.566 0.139
H -0.480482 -0.419228 3.183528 0.389 0.058 -0.353 0.097
H 1.311054 -3.405440 0.088450 -0.125 0.412 -0.091 0.163
H -0.199836 -2.861850 -0.477914 -0.192 0.620 0.333 0.166
H -0.951382 -1.880216 2.481815 -0.590 -0.128 -0.610 0.091
H -1.795439 -0.262261 2.126999 -0.393 -0.685 -0.095 0.098


No. 6
18
Properties=species:S:1:pos:R:3:forces:R:3:lowdin_charge:R:1 method="wB97M-V/def2-TZVPD" smiles="CC(C)[C@H](N)C=O" charge=0 homo_lumo_gap_ev=10.6 total_energy_ev=-8900.38100 mol_weight_g_mol=101.1 e_lumo_ev=0.8 de_lowest_kj_mol=127.0 homo_ev=-9.80
O -0.133711 1.835152 2.097957 -0.180 -0.023 0.028 0.061
C 0.476462 1.890189 1.063070 0.103 -0.379 0.711 -0.224
C 0.402879 0.874350 -0.050158 0.190 0.739 -0.426 -0.362
C -0.567158 -0.292900 0.161757 0.196 0.243 -0.001 -0.395
C -1.543681 -0.401956 -1.009857 0.235 -0.452 0.994 -0.070
C 0.113938 -1.636682 0.424330 -0.387 0.277 -0.311 -0.067
N 1.760729 0.608721 -0.518598 0.098 -0.251 0.174 0.048
H 1.137924 2.747844 0.872314 0.208 0.076 -0.236 0.126
H -0.011272 1.559470 -0.802301 -0.293 -0.223 -0.412 0.140
H -1.153748 -0.019406 1.033312 -0.063 -0.015 0.278 0.121
H -1.024410 -0.791645 -1.881584 -0.059 0.400 -0.409 0.078
H -2.272729 -1.162360 -0.726503 -0.309 0.131 -0.210 0.080
H -2.021729 0.569159 -1.129159 -0.147 -0.187 -0.521 0.082
H 0.273896 -2.164109 -0.521773 0.249 0.041 0.078 0.076
H -0.586852 -2.241822 0.990878 0.194 -0.249 0.257 0.079
H 1.063035 -1.519326 0.942855 -0.078 -0.230 0.174 0.073
H 1.732677 -0.149873 -1.191898 0.136 0.149 -0.053 0.077
H 2.353752 0.295194 0.245359 -0.095 -0.048 -0.116 0.076